1.
Computed, not measured: a molecular structure, C31H43BF4N3O2Se2Tc, with the ωB97M-V functional and the def2-TZVPD basis.

Total charge: +1
Energy relative to the best compared isomer or geometry (same formula, charge and spin): 17.5 kcal per mole
Gap between HOMO and LUMO (alpha / beta): 6.9 / 6.5 eV
HOMO (alpha / beta): -9.877 / -9.876 eV
2S+1: 4
Total energy: -185847.666 eV

Each line ends with the Mulliken charge.
CARTESIAN COORDINATES (ANGSTROEM)
C (-0.801, 0.815, -1.886)  -0.17
H (3.500, 0.636, -0.402)  0.34
C (-0.823, 1.889, -2.931)  2.90
C (-2.163, 4.930, 6.179)  -1.43
F (-0.031, 1.406, 1.199)  -0.26
H (2.550, -1.635, -2.951)  0.27
H (-0.560, 3.410, -1.407)  0.35
H (2.977, -2.041, -0.707)  0.49
N (1.890, -1.708, 4.372)  -0.05
C (3.089, 1.063, -1.318)  -0.61
H (-2.249, 2.984, -1.667)  0.53
H (-0.614, -0.294, -4.487)  0.32
C (-0.296, -4.338, -1.800)  -0.89
H (-2.194, -1.188, -6.144)  0.44
C (-0.368, 3.830, 4.792)  -0.95
C (-1.374, 3.725, 5.748)  0.80
H (1.252, 2.529, -2.898)  0.34
H (0.473, -0.709, 2.293)  1.58
C (-2.196, -5.113, 0.983)  -1.13
C (-3.919, 1.553, -5.172)  -0.81
H (-2.289, 5.634, 5.357)  0.37
C (1.382, -1.228, 2.028)  -1.32
H (-1.288, -4.779, -1.884)  0.42
Tc (0.311, -0.325, -0.869)  -0.61
H (2.146, -2.498, 4.946)  0.31
H (4.440, -3.202, 0.926)  0.51
F (-1.230, -0.428, 0.537)  -0.45
Se (-0.541, -2.490, -2.412)  0.06
H (0.440, -5.577, -0.214)  0.60
C (0.505, 2.196, -3.618)  -1.68
H (2.188, -0.199, -3.928)  0.31
H (-2.522, -2.243, -0.867)  0.28
H (1.261, -4.029, -0.340)  -0.06
H (-1.391, 3.984, -2.858)  0.53
C (0.131, 1.485, 4.990)  0.76
H (1.570, 0.636, 3.799)  0.22
C (-3.627, 0.386, -5.861)  -0.47
C (-3.034, 2.055, -4.226)  -0.39
H (3.918, -3.021, 3.351)  0.48
H (-1.808, 0.744, -1.449)  1.17
C (3.290, -2.539, 2.613)  -0.69
C (4.179, -0.153, -3.039)  -0.65
H (-2.751, -1.347, -2.405)  0.23
B (-1.328, 0.885, 1.380)  0.17
C (3.581, -2.640, 1.266)  -1.11
F (-2.288, 1.636, 0.784)  -0.30
C (0.290, -4.516, -0.415)  -0.48
H (-1.075, 0.396, 6.389)  0.45
H (-2.971, -3.111, -2.377)  0.51
F (-1.567, 0.474, 2.647)  -0.20
C (1.015, -0.839, 5.070)  0.22
C (0.378, 2.727, 4.418)  -0.43
C (-1.295, 3.145, -2.167)  -2.30
H (5.091, 1.547, -1.994)  0.44
H (-1.657, 5.458, 6.990)  0.29
H (0.360, 2.994, -4.347)  0.53
O (0.494, -1.227, 6.088)  -0.65
C (-0.872, 1.354, 5.941)  -0.45
C (2.768, -1.999, 0.353)  -0.97
H (3.808, 1.982, -3.130)  0.30
C (4.133, 1.237, -2.403)  -0.58
O (2.148, 0.092, -1.877)  0.36
C (-2.422, -2.277, -1.948)  -0.94
H (-0.165, 4.789, 4.331)  0.36
C (-1.550, 0.226, -4.668)  0.33
H (4.599, -0.149, -4.042)  0.43
H (-3.290, 2.962, -3.697)  0.43
H (-4.321, 0.000, -6.596)  0.42
H (1.150, 2.830, 3.663)  0.34
H (0.337, -4.807, -2.554)  0.48
H (-4.844, 2.080, -5.368)  0.40
N (1.680, -1.314, 0.727)  1.32
C (2.179, -1.802, 3.023)  -0.25
H (-2.390, 2.361, 7.045)  0.35
C (2.717, -0.563, -3.049)  -0.59
C (-1.838, 1.397, -3.965)  -0.26
H (-1.771, -6.101, 1.145)  0.32
H (4.766, -0.834, -2.422)  0.29
H (0.882, 1.328, -4.157)  0.15
C (-1.607, 2.473, 6.305)  -0.82
Se (-0.786, -3.774, 1.030)  0.23
H (-3.151, 4.645, 6.539)  0.37
H (-2.879, -4.879, 1.795)  0.36
C (-2.436, -0.280, -5.607)  -1.05
H (-2.738, -5.079, 0.042)  0.32
N (0.911, 0.398, 4.522)  -0.02
H (2.527, 1.965, -1.079)  0.27


2.
Computed, not measured: a molecular structure, C31H43Cl2N2O2P3V in a non-equilibrium geometry, with the ωB97M-V functional and the def2-TZVPD basis.

Total charge: +2
Energy relative to the best compared isomer or geometry (same formula, charge and spin): 0.8 kcal per mole
Gap between HOMO and LUMO (alpha / beta): 6.8 / 6.4 eV
HOMO (alpha / beta): -12.811 / -13.391 eV
2S+1: 2
Total energy: -118502.821 eV

Each line ends with the Mulliken charge.
CARTESIAN COORDINATES (ANGSTROEM)
H (0.257, -3.894, -3.218)  0.48
H (0.953, -1.705, 0.971)  0.17
H (-1.177, 4.582, -1.517)  0.39
H (0.731, 4.478, 2.878)  0.49
H (-3.610, -3.331, -0.098)  0.50
H (-3.307, -0.886, -1.465)  0.39
H (-4.459, -2.987, 4.482)  0.44
V (2.087, 0.552, 0.890)  -1.72
C (0.802, 2.053, -1.465)  0.82
H (2.672, 3.308, 4.063)  0.47
H (-1.530, 4.502, -3.275)  0.48
H (-0.190, -0.822, -2.770)  0.30
H (0.281, 0.502, 3.601)  0.31
O (2.616, -2.504, -0.908)  -0.66
H (1.625, 5.263, -3.415)  0.43
C (0.737, -0.597, 0.779)  0.15
P (0.465, 3.316, -2.724)  1.50
C (-2.755, 0.813, 1.478)  -0.64
C (-1.896, -2.407, 2.373)  1.01
H (-3.893, -1.605, 2.493)  0.43
C (-1.799, -4.444, -2.775)  -0.61
H (0.109, 3.241, -5.081)  0.48
H (2.329, 3.059, -0.418)  1.07
C (-2.785, -3.463, -0.803)  -0.47
C (-1.233, -4.022, 4.010)  -0.71
C (-2.515, -3.940, 4.571)  -0.54
C (0.804, 3.896, 1.946)  -1.21
H (-3.460, 2.788, 1.919)  0.51
C (0.589, -0.071, -0.492)  0.13
H (1.503, 4.389, 1.257)  0.35
C (-3.337, -0.067, -0.744)  -0.65
H (2.378, -1.718, -3.299)  0.18
C (3.544, -2.136, -1.680)  0.51
C (-0.469, -2.925, -1.448)  -0.39
H (0.095, -3.275, 2.455)  0.45
H (-1.877, 3.091, -2.218)  0.22
H (2.693, 4.156, -2.495)  0.44
H (0.492, -2.468, -1.201)  0.66
H (-1.893, -5.101, -3.637)  0.43
C (-2.679, -0.199, 0.493)  0.49
H (1.502, 5.186, -1.628)  0.37
P (1.392, 2.215, 2.315)  1.45
C (-2.880, -4.304, -1.898)  -0.67
H (-0.179, 3.838, 1.460)  0.26
H (-4.617, 3.046, -0.281)  0.48
H (-2.319, 0.647, 2.466)  0.90
C (-4.080, 2.126, -0.053)  -0.62
C (2.902, 2.553, 3.297)  -1.42
H (0.317, 2.079, 4.462)  0.61
C (1.648, 2.204, -0.441)  -2.32
H (-0.493, -4.701, 4.430)  0.44
H (5.795, -3.361, 0.088)  0.32
C (-4.053, 1.095, -0.996)  -0.71
Cl (2.725, -0.730, 2.771)  -0.38
H (3.255, 1.624, 3.763)  0.37
C (-1.591, -2.751, -0.604)  0.49
C (0.017, 0.731, -1.534)  2.71
C (1.686, 4.598, -2.540)  -1.31
H (0.011, 1.606, -4.297)  0.32
O (0.167, 0.088, -2.833)  -0.70
C (0.167, 1.586, 3.491)  -1.17
H (-1.068, 0.904, -1.308)  -0.96
N (3.315, -1.646, -2.945)  -0.35
H (4.429, -2.386, 0.708)  0.20
H (5.997, -1.613, 0.347)  0.29
H (-2.769, -4.552, 5.437)  0.42
N (4.854, -2.155, -1.322)  -0.22
H (-0.838, 1.806, 3.112)  0.09
C (-3.431, 1.987, 1.179)  -0.81
H (5.514, -1.752, -1.982)  0.21
C (-1.191, 3.929, -2.401)  -1.18
Cl (3.979, 0.689, -0.024)  -0.49
C (-3.470, -3.066, 4.042)  -0.73
P (-1.730, -1.663, 0.783)  0.55
H (4.064, -1.785, -3.624)  0.25
C (0.549, 2.562, -4.338)  -1.26
C (-3.169, -2.282, 2.943)  -0.28
C (5.290, -2.388, 0.025)  -0.80
H (3.696, 2.922, 2.631)  0.35
C (-0.894, -3.245, 2.912)  -0.37
H (-4.598, 1.183, -1.936)  0.46
C (-0.596, -3.764, -2.549)  -0.76
H (-3.807, -4.849, -2.056)  0.44
H (1.601, 2.364, -4.587)  0.42


3.
Computed, not measured: 12 unconnected molecules or ions with the total composition C31H43Cl33NO2 in a non-equilibrium geometry, with the ωB97M-V functional and the def2-TZVPD basis.

Gap between HOMO and LUMO (alpha / beta): 8.3 / 7.9 eV
HOMO (alpha / beta): -8.106 / -8.106 eV
2S+1: 2
Total energy: -451652.311 eV

Each line ends with the Mulliken charge.
CARTESIAN COORDINATES (ANGSTROEM)
Cl (-5.050, 3.842, -4.025)  -0.10
H (4.700, 6.919, -1.820)  0.35
C (4.562, 1.315, -2.562)  -0.91
H (4.627, 2.494, -2.422)  -0.03
Cl (5.346, 0.491, 12.634)  -0.13
C (2.335, -1.465, -0.978)  0.84
H (-5.714, -1.969, -0.523)  0.20
Cl (-1.600, -2.937, 6.375)  -0.08
H (-3.950, 1.075, -2.779)  0.23
Cl (-3.879, -4.050, 4.941)  -0.10
C (2.102, -1.425, 0.644)  -0.93
H (-6.405, 2.344, -1.741)  0.32
Cl (-6.657, 7.745, 0.942)  -0.12
H (-6.880, -0.249, -2.008)  0.28
Cl (1.308, -8.130, -12.471)  -0.13
H (-0.012, -1.651, -1.335)  -0.10
H (1.144, 4.879, 6.942)  0.35
C (-0.876, -7.501, -8.000)  0.01
Cl (4.237, 2.137, 3.498)  -0.08
C (2.570, -3.078, -1.357)  -1.05
H (0.643, 0.793, -0.208)  0.09
Cl (-6.502, 4.942, 1.721)  -0.09
Cl (-1.342, -5.819, -7.696)  -0.10
C (-0.377, -3.695, -3.952)  0.20
Cl (3.213, -5.928, -12.397)  -0.11
C (2.977, -7.660, -12.108)  0.09
Cl (-1.660, -5.773, 5.710)  -0.13
C (-2.340, -1.900, 1.528)  0.48
C (-6.892, 6.585, 2.260)  0.02
Cl (0.158, -7.611, -9.435)  -0.06
C (-0.761, 1.119, -1.972)  -0.55
Cl (-6.416, 6.412, -4.137)  -0.13
H (-0.638, 2.069, -2.673)  0.23
H (-0.551, 0.709, 9.496)  0.30
H (3.857, 0.725, 0.898)  0.10
Cl (4.058, 2.856, 11.525)  -0.12
H (-0.637, -0.209, 1.244)  0.13
H (4.156, 1.022, -3.634)  0.33
H (1.964, -0.356, 1.102)  0.23
H (-1.784, -8.082, -8.184)  0.30
O (-1.738, 1.499, -0.935)  -0.46
C (-3.809, -2.390, 0.991)  -0.51
Cl (-0.740, -3.813, -2.222)  -0.12
C (-4.661, -1.562, -0.180)  -0.62
Cl (4.972, 4.683, -1.125)  -0.03
C (-3.932, -0.209, -0.824)  0.32
H (-4.216, 5.963, -3.422)  0.32
O (4.631, -1.180, -0.774)  -0.52
H (3.170, -7.862, -11.051)  0.28
Cl (-0.054, -8.184, -6.587)  -0.14
Cl (5.133, 4.377, 1.866)  -0.09
N (3.564, -0.747, -1.476)  0.48
H (-0.354, -2.211, 2.638)  0.14
H (-4.322, -3.346, 1.435)  0.23
H (-7.943, 6.609, 2.558)  0.30
H (0.584, -3.189, -4.069)  0.18
C (5.172, 3.642, 3.478)  0.31
C (-0.215, -0.233, 9.054)  0.04
C (-1.695, -0.547, 0.834)  -0.43
H (3.132, -3.186, -2.379)  0.29
H (1.572, -3.688, -1.294)  0.15
Cl (2.808, 4.912, 5.274)  -0.14
Cl (6.843, 3.344, 3.986)  -0.14
Cl (-0.621, -0.216, 7.329)  -0.09
H (-5.872, 1.422, -0.134)  0.30
C (4.899, 5.976, -2.335)  -0.09
H (-1.877, -2.372, 3.797)  -0.01
H (-6.238, 0.425, -3.691)  0.32
H (5.587, 0.770, -2.339)  0.35
Cl (-5.540, 5.339, -1.575)  -0.03
H (5.038, 1.768, -0.136)  0.28
Cl (0.916, 2.784, 5.886)  -0.07
H (1.136, -2.082, 0.886)  -0.03
Cl (4.117, -8.612, -13.074)  -0.13
C (-5.482, 1.907, -1.149)  -0.91
Cl (3.583, 5.679, -3.484)  -0.12
Cl (-0.250, -5.310, -4.672)  -0.07
H (1.912, 2.480, -1.631)  0.27
H (1.944, 1.360, -3.146)  0.30
C (-5.177, 5.456, -3.305)  -0.07
H (-1.368, -3.805, 2.545)  0.32
Cl (6.447, 6.120, -3.185)  -0.12
C (0.928, -1.044, -1.705)  -0.34
H (-4.713, 2.750, -0.807)  0.09
C (-4.725, 0.679, -1.990)  0.71
C (3.892, 1.455, -0.016)  -0.85
Cl (1.537, -0.362, 9.280)  -0.10
C (1.846, 4.141, 6.546)  -0.07
Cl (-5.904, 7.029, 3.663)  -0.12
C (-2.632, -4.362, 6.161)  -0.07
C (-2.432, 0.332, -0.369)  0.17
C (0.681, 0.574, -1.362)  0.59
Cl (-1.616, -2.740, -4.784)  -0.16
Cl (-1.049, -1.563, 9.876)  -0.13
C (3.440, 0.757, -1.452)  0.99
C (-1.459, -2.650, 2.723)  -0.50
H (3.003, -2.007, 1.165)  0.42
H (-1.237, 0.255, -2.606)  0.15
C (1.997, 1.352, -1.953)  -1.37
H (3.312, -3.494, -0.528)  0.30
C (4.524, 1.174, 11.221)  0.36
H (-5.573, -1.256, -3.051)  0.31
H (3.616, 0.593, 11.037)  0.00
H (-3.127, -4.574, 7.112)  0.37
Cl (2.888, 3.594, 7.870)  -0.07
H (1.056, -1.097, -2.885)  0.23
Cl (5.558, 1.064, 9.786)  -0.11
H (4.716, 4.340, 4.186)  -0.03
C (-5.940, -0.171, -2.727)  -1.30
H (3.322, 2.471, 0.204)  0.23